Record 1
Entry from OMol25: the molecule C17H21N3O3S (ωB97M-V/def2-TZVPD).

XYZ file:
```
45
Properties=species:S:1:pos:R:3:forces:R:3
C -4.219 -0.628 1.375 0.26 0.07 0.00
C -2.888 0.013 1.749 -0.05 -0.51 0.05
N -2.755 1.377 1.284 0.25 0.37 -0.97
S -2.352 1.601 -0.327 -0.15 0.28 0.47
O -2.881 2.879 -0.705 0.04 0.11 0.17
O -2.722 0.459 -1.122 0.22 0.08 0.19
C -0.570 1.704 -0.285 -0.57 -0.12 0.18
C 0.093 1.756 -1.496 0.03 0.00 -0.18
C 1.471 1.877 -1.514 -0.17 0.09 0.09
C 2.189 1.947 -0.324 -0.06 0.26 0.05
C 3.690 2.010 -0.333 0.02 -0.12 -0.05
C 4.279 0.605 -0.561 -0.01 0.08 0.31
C 3.598 -0.359 0.400 0.22 -0.17 -0.65
O 3.902 -0.459 1.572 0.11 0.13 0.49
N 2.606 -1.072 -0.166 -0.31 -0.31 -0.14
C 1.681 -1.870 0.599 0.34 -0.02 0.31
C 0.382 -2.005 -0.150 -0.10 -0.06 0.04
C -0.700 -2.685 0.398 0.02 0.05 -0.13
C -1.854 -2.811 -0.356 0.11 0.00 -0.07
C -1.893 -2.256 -1.625 0.15 -0.11 0.07
C -0.767 -1.590 -2.076 -0.29 -0.19 -0.17
N 0.340 -1.470 -1.364 0.24 -0.04 0.03
C 1.501 1.892 0.883 0.00 0.03 -0.11
C 0.122 1.774 0.906 0.04 -0.03 0.17
H -4.267 -1.645 1.756 -0.07 -0.12 0.06
H -5.046 -0.059 1.797 -0.12 0.01 0.05
H -4.316 -0.645 0.293 -0.09 -0.05 -0.04
H -2.753 0.012 2.836 0.10 -0.03 -0.13
H -2.066 -0.543 1.293 -0.02 -0.12 0.22
H -3.536 1.970 1.522 -0.06 0.29 -0.11
H -0.483 1.701 -2.406 0.02 -0.01 -0.22
H 1.994 1.923 -2.458 0.05 0.00 -0.13
H 4.044 2.384 0.628 0.02 0.04 -0.04
H 4.041 2.680 -1.120 0.01 0.04 0.06
H 4.115 0.288 -1.590 0.02 0.00 -0.05
H 5.349 0.624 -0.354 -0.03 -0.09 -0.03
H 2.270 -0.876 -1.101 0.16 0.13 0.05
H 1.522 -1.403 1.579 0.00 -0.08 -0.09
H 2.101 -2.869 0.782 -0.11 0.12 0.08
H -0.630 -3.106 1.390 0.02 -0.05 0.11
H -2.711 -3.336 0.041 -0.08 -0.04 0.03
H -2.772 -2.326 -2.242 -0.11 0.04 -0.08
H -0.740 -1.133 -3.056 -0.12 0.04 -0.11
H 2.052 1.933 1.810 0.06 0.00 0.10
H -0.420 1.739 1.838 0.00 0.02 0.11
```
Forces are in eV/Å.

E = -1448.6022 Ha
relative energy (zero: lowest compared OMol25 entry of this formula, charge and spin) = 1.693 eV
orbital gap = 9.96 eV

---

Record 2
Entry from OMol25: C17H21N3O3S2 as an isolated structure (ωB97M-V/def2-TZVPD).

XYZ file:
```
46
Properties=species:S:1:pos:R:3:forces:R:3
O -2.965 -3.461 -1.131 3.21 -0.24 -2.10
S -1.552 -3.386 -1.663 -1.56 -0.35 4.17
O -0.718 -4.652 -1.679 -1.93 3.57 -0.33
N -1.524 -2.496 -3.072 2.29 0.87 1.10
C -2.427 -2.811 -4.080 -7.04 -5.47 3.77
C -2.716 -1.762 -5.056 -1.88 0.17 -1.99
C -1.469 -1.562 -5.752 6.24 -9.96 7.15
C -0.138 -1.425 -4.748 -1.38 2.67 -1.28
C -0.130 -2.433 -3.590 -4.16 -3.28 -5.37
H 0.488 -2.130 -2.919 3.92 1.75 4.51
H 0.035 -3.523 -3.847 0.70 1.21 -0.31
H -0.351 -0.447 -4.207 0.66 -0.76 -0.58
H 0.834 -1.259 -5.392 -1.89 -0.78 1.49
H -1.450 -1.062 -6.499 0.43 6.99 -8.87
H -0.973 -2.719 -6.264 -2.19 2.84 1.16
H -3.063 -0.809 -4.575 0.22 -0.88 -0.17
H -3.516 -2.070 -5.868 1.28 0.41 1.95
H -3.564 -2.873 -3.335 3.13 -0.13 -2.28
H -2.337 -4.050 -4.358 -0.05 3.61 -0.30
C -0.799 -2.080 -0.442 6.51 -6.88 -0.71
C -1.165 -0.833 -0.349 -6.44 3.36 -1.28
C -0.774 0.150 0.596 4.64 -7.28 -1.14
C 0.491 -0.252 1.147 -5.09 7.32 0.95
C 0.959 -1.414 1.021 7.88 -12.85 -3.14
C 0.710 -2.593 0.194 -10.13 14.90 2.01
H 0.892 -3.461 -0.057 2.95 -8.53 -1.74
H 2.050 -1.562 1.292 -1.08 0.62 0.77
N 1.239 0.552 1.960 -10.30 8.78 -3.66
C 1.066 2.164 2.091 -0.55 -5.35 -2.48
N 1.934 2.590 2.915 6.12 -1.71 5.38
H 2.586 1.820 3.571 -2.71 2.80 -2.61
C 2.129 3.947 3.388 -14.52 -5.38 4.77
C 1.798 3.978 4.887 10.32 5.15 -2.39
C 2.664 4.656 5.786 -11.00 -5.35 2.70
C 1.966 4.399 7.064 -3.15 -2.84 -0.29
C 0.742 3.503 6.866 4.63 4.03 -1.44
O 0.878 3.420 5.390 -8.55 -4.52 3.76
H -0.256 3.353 7.422 1.91 0.03 -1.60
H 2.271 4.595 8.102 0.06 0.33 -0.77
H 3.499 5.038 5.900 8.01 3.80 -0.44
H 2.761 4.487 3.036 8.19 6.04 -3.93
H 0.968 4.514 3.076 3.44 -1.45 0.09
S 0.172 3.152 1.206 -1.52 0.59 -1.20
H 1.986 0.407 2.355 9.60 -3.21 4.63
H -1.006 1.084 0.643 -2.20 5.27 0.13
H -2.226 -0.682 -1.025 2.99 0.11 1.89
```
Forces are in eV/Å.

E = -1846.0927 Ha
relative energy (zero: lowest compared OMol25 entry of this formula, charge and spin) = 19.208 eV
orbital gap = 8.43 eV

---

Record 3
Entry from OMol25: the molecule C17H21N3O7S2 (ωB97M-V/def2-TZVPD).

XYZ file:
```
50
Properties=species:S:1:pos:R:3:forces:R:3
C 2.139 1.462 -3.205 -0.16 -0.49 -0.55
C 1.620 0.474 -2.169 -1.07 0.06 0.16
N 0.185 0.874 -1.925 1.29 -0.69 0.91
C 2.503 0.565 -0.909 2.10 -0.25 -1.60
O 3.694 0.245 -0.923 -2.15 0.22 0.09
N 1.934 1.170 0.171 0.33 0.07 0.72
S 2.746 1.113 1.607 1.95 -1.09 3.25
O 3.934 1.972 1.654 -2.65 -1.33 -0.56
O 2.921 -0.287 2.074 -1.08 3.58 -1.09
O 1.547 1.852 2.581 1.50 -1.33 -1.87
C 1.343 3.226 2.229 -0.75 0.37 -0.81
C -0.145 3.532 1.971 0.19 0.08 -0.16
O -0.686 2.744 0.900 -0.33 -0.63 0.29
C -1.751 1.917 1.418 -0.62 -1.20 -1.34
C -1.237 0.503 1.711 0.17 -0.25 0.38
N -0.738 -0.236 0.751 -0.16 -0.04 1.53
C -0.128 -1.367 1.277 -0.12 -0.03 1.24
C 0.513 -2.365 0.407 -0.10 0.36 -0.31
C 0.010 -2.652 -0.859 0.48 -0.37 -0.54
C 0.673 -3.559 -1.688 0.83 -0.37 -0.18
C 1.888 -4.165 -1.292 -0.78 0.72 1.03
C 2.392 -3.823 -0.021 0.28 -1.07 -0.28
C 1.684 -2.980 0.819 0.80 0.12 -0.07
C -0.149 -1.474 2.658 -0.55 0.20 -0.98
S -1.090 -0.197 3.355 0.72 0.20 -1.83
C -2.322 2.632 2.607 1.04 1.32 -1.23
O -3.290 3.631 2.209 0.39 -0.94 0.48
C -1.056 3.312 3.164 -0.59 0.94 0.84
O -1.407 4.519 3.834 -0.36 0.04 -0.13
H 3.191 1.321 -3.373 0.53 0.03 -0.02
H 1.929 2.478 -2.892 0.03 0.16 0.12
H 1.636 1.289 -4.170 0.05 0.07 0.35
H 1.733 -0.575 -2.526 -0.03 0.57 0.21
H -0.225 0.332 -1.154 0.04 0.09 -0.52
H -0.349 0.693 -2.757 -0.14 -0.01 -0.28
H 0.945 1.352 0.172 -0.59 0.28 0.17
H 1.698 3.834 3.034 0.16 0.42 0.61
H 1.907 3.522 1.338 0.02 -0.25 0.10
H -0.238 4.571 1.649 0.27 0.16 0.15
H -2.541 1.805 0.619 0.91 0.23 0.62
H -0.863 -2.155 -1.256 -0.21 0.07 0.22
H 0.289 -3.782 -2.689 -0.01 0.11 0.44
H 2.388 -4.905 -1.906 -0.01 0.23 -0.08
H 3.333 -4.269 0.373 -0.77 0.39 -0.55
H 2.165 -2.704 1.750 -0.27 0.04 0.06
H 0.305 -2.279 3.229 -0.34 0.29 -0.03
H -2.729 1.947 3.303 -0.99 -0.35 0.72
H -2.928 4.124 1.457 0.01 -0.12 0.20
H -0.539 2.742 3.910 0.17 -0.99 0.25
H -2.376 4.482 3.940 0.54 0.37 -0.13
```
Forces are in eV/Å.

E = -2147.7014 Ha
relative energy (zero: lowest compared OMol25 entry of this formula, charge and spin) = 0.000 eV
orbital gap = 8.89 eV

---

Record 4
Entry from OMol25: C17H21N3PtS2SbSe4 as an isolated structure (ωB97M-V/def2-TZVPD).

XYZ file:
```
49
Properties=species:S:1:pos:R:3:forces:R:3
Pt -0.339 0.279 -1.544 -0.05 0.15 -0.50
C -0.157 -2.781 -2.797 0.00 -0.02 -0.02
C 1.033 -2.382 -1.996 0.09 -0.05 0.02
N 1.192 -1.221 -1.424 -0.11 0.04 0.03
C 2.418 -1.108 -0.785 0.03 0.00 -0.03
C 3.181 -2.227 -0.864 -0.03 -0.09 -0.02
S 2.373 -3.433 -1.765 0.05 -0.01 -0.01
C 2.846 0.142 -0.133 -0.02 0.16 0.03
C 4.028 0.337 0.518 0.02 0.02 -0.02
S 4.151 1.974 1.007 0.07 0.00 0.01
C 2.586 2.298 0.323 0.03 -0.02 -0.11
N 2.044 1.249 -0.201 -0.02 -0.10 0.19
C 1.975 3.655 0.254 0.03 0.03 0.01
H -0.727 -1.882 -3.030 0.00 0.01 -0.01
H -0.791 -3.469 -2.234 -0.01 0.03 0.02
H 0.153 -3.262 -3.725 0.00 -0.03 0.02
H 4.171 -2.375 -0.467 -0.03 -0.02 -0.03
H 4.825 -0.369 0.693 -0.02 0.05 0.00
H 2.503 4.380 0.872 0.00 -0.03 -0.01
H 0.925 3.614 0.542 0.00 0.00 0.01
H 1.964 4.000 -0.788 0.01 -0.02 0.02
Se 0.446 5.242 -2.955 0.01 0.07 0.00
Sb -0.656 3.190 -3.618 -0.05 0.00 0.27
Se -1.859 2.157 -1.603 -0.18 -0.07 -0.06
Se 0.945 1.261 -3.458 0.25 -0.12 -0.05
Se -2.098 3.161 -5.532 -0.01 0.05 -0.11
C -1.187 0.241 3.621 0.01 -0.02 0.02
N -0.344 0.487 2.428 -0.03 0.01 0.04
C -0.902 1.607 1.607 -0.03 0.04 0.01
C -0.103 -0.789 1.615 -0.06 -0.04 0.04
C -1.334 -1.270 0.922 -0.08 0.01 -0.05
C -2.177 -2.171 1.585 0.01 0.03 0.00
C -3.368 -2.568 1.007 -0.01 -0.02 0.02
C -3.716 -2.034 -0.232 0.02 0.04 -0.05
C -2.870 -1.156 -0.891 -0.01 -0.08 0.05
C -1.619 -0.768 -0.367 -0.01 -0.05 0.33
H -1.290 1.165 4.185 0.02 0.01 -0.03
H -0.730 -0.530 4.239 0.01 0.00 -0.02
H -2.161 -0.096 3.277 -0.01 0.00 -0.02
H 0.579 0.784 2.739 0.04 0.02 0.00
H -1.912 1.350 1.303 0.00 -0.03 0.01
H -0.308 1.719 0.703 0.03 0.00 -0.01
H -0.901 2.511 2.215 0.01 -0.03 0.02
H 0.298 -1.510 2.332 0.00 0.01 0.02
H 0.652 -0.505 0.893 0.02 0.02 -0.01
H -1.889 -2.565 2.558 -0.01 0.00 -0.01
H -4.021 -3.272 1.510 0.02 0.01 0.00
H -4.658 -2.314 -0.690 0.01 0.01 0.00
H -3.168 -0.746 -1.849 -0.01 -0.01 -0.01
```
Forces are in eV/Å.

E = -11586.4693 Ha
relative energy (zero: lowest compared OMol25 entry of this formula, charge and spin) = 0.000 eV
orbital gap = 4.78 eV
charge = -1